No. 1
# C6H10N2

One molecule with the formula C6H10N2 (the ωB97M-V functional and the def2-TZVPD basis, OMol25).

Each line ends with the Löwdin charge.
Cartesian coordinates (Å):
C (-1.82, -0.82, 0.06)  -0.199
C (0.06, 0.74, 1.91)  0.043
C (0.43, 0.09, 0.80)  -0.324
C (1.86, -0.33, 0.58)  -0.061
C (-0.89, 1.04, -1.06)  -0.010
C (-0.52, -0.29, -0.36)  -0.461
N (-2.86, -1.31, 0.17)  0.173
N (0.10, -1.39, -1.30)  0.064
H (-1.00, 1.01, 1.94)  0.073
H (0.68, 0.87, 2.82)  0.084
H (2.27, -0.02, -0.39)  0.077
H (2.50, 0.00, 1.35)  0.055
H (1.99, -1.47, 0.62)  0.113
H (-1.92, 1.22, -1.35)  0.094
H (-0.73, 1.70, -0.23)  0.069
H (-0.28, 1.36, -1.79)  0.045
H (0.84, -0.89, -1.84)  0.074
H (-0.73, -1.51, -1.93)  0.089

Energy above the lowest of the compared OMol25 structures with the same formula, charge and spin (kJ/mol): 103.0
LUMO energy (spin up / spin down) (eV): 0.8 / -2.3
Molar mass (g/mol): 110.16
Net charge: 0
Spin multiplicity: 3

=====

No. 2
# C26H41BrIN6ORe

C26H41BrIN6ORe as an isolated structure (the ωB97M-V functional and the def2-TZVPD basis, OMol25).

Each line ends with the Löwdin charge.
Cartesian coordinates (Å):
Re (-0.40, 0.94, 0.11)  1.540
C (-2.19, -0.64, 2.22)  -0.048
N (-2.39, 0.27, 1.05)  -0.324
C (-3.34, -0.52, 0.22)  -0.047
C (-3.09, 1.52, 1.47)  -0.152
C (-2.12, 2.56, 1.99)  -0.159
N (-1.17, 2.95, 0.91)  -0.352
C (-0.15, 3.89, 1.46)  -0.048
C (-1.95, 3.75, -0.09)  -0.072
H (-3.11, -0.71, 2.80)  0.121
H (-1.40, -0.31, 2.86)  0.043
H (-1.92, -1.63, 1.86)  0.097
H (-4.26, -0.69, 0.79)  0.123
H (-2.90, -1.48, -0.03)  0.089
H (-3.62, 0.00, -0.69)  0.082
H (-3.85, 1.28, 2.22)  0.149
H (-3.61, 1.91, 0.60)  0.121
H (-1.55, 2.22, 2.85)  0.100
H (-2.68, 3.45, 2.31)  0.149
H (-0.66, 4.76, 1.89)  0.119
H (0.51, 4.23, 0.67)  0.061
H (0.44, 3.40, 2.24)  0.077
H (-2.56, 4.49, 0.44)  0.120
H (-2.61, 3.12, -0.68)  0.077
H (-1.27, 4.27, -0.75)  0.024
O (5.38, 1.45, -2.48)  0.176
C (4.19, 1.36, -1.94)  -0.271
C (3.74, 0.28, -1.16)  0.059
C (2.47, 0.34, -0.64)  -0.161
N (1.58, 1.36, -0.82)  -0.130
C (2.03, 2.35, -1.63)  -0.687
Br (0.88, 3.75, -2.13)  0.978
C (3.29, 2.40, -2.18)  -0.010
H (5.95, 0.69, -2.30)  0.156
H (4.36, -0.57, -0.95)  0.144
H (2.12, -0.49, -0.05)  0.097
H (3.58, 3.23, -2.81)  0.136
I (4.52, 1.32, 3.98)  1.020
C (2.56, 1.12, 3.38)  -0.736
C (1.44, 0.93, 4.16)  -0.065
N (0.39, 0.87, 3.33)  -0.002
N (0.73, 1.01, 2.02)  -0.108
C (2.07, 1.18, 2.08)  -0.183
H (1.32, 0.86, 5.22)  0.153
H (-0.56, 0.80, 3.64)  0.122
H (2.66, 1.38, 1.21)  0.091
C (1.33, -3.70, 2.49)  -0.015
C (0.90, -3.43, 1.08)  -0.230
C (0.89, -4.47, 0.13)  0.068
C (0.50, -4.27, -1.19)  -0.213
C (0.53, -5.40, -2.18)  -0.011
C (0.09, -3.01, -1.58)  0.046
C (0.05, -1.95, -0.66)  -0.256
C (0.49, -2.18, 0.67)  -0.027
N (-0.39, -0.67, -0.97)  -0.065
C (-0.94, -0.33, -2.34)  -0.532
C (-2.02, -1.28, -2.88)  -0.003
C (0.24, -0.21, -3.33)  0.009
C (-1.55, 1.05, -2.12)  -0.098
H (0.57, -4.27, 3.02)  0.103
H (1.50, -2.77, 3.04)  0.075
H (2.25, -4.28, 2.52)  0.100
H (1.20, -5.46, 0.44)  0.144
H (0.92, -6.31, -1.74)  0.092
H (1.15, -5.15, -3.04)  0.099
H (-0.48, -5.62, -2.55)  0.101
H (-0.18, -2.86, -2.61)  0.106
H (0.50, -1.37, 1.38)  0.079
H (-1.65, -1.90, -3.70)  0.098
H (-2.85, -0.70, -3.28)  0.108
H (-2.42, -1.95, -2.12)  0.085
H (0.82, -1.13, -3.37)  0.095
H (0.90, 0.61, -3.08)  0.065
H (-0.17, -0.02, -4.32)  0.119
H (-2.52, 1.03, -1.63)  0.055
H (-1.70, 1.58, -3.07)  0.140
H (-0.83, 1.79, -1.65)  -0.009

Energy above the lowest of the compared OMol25 structures with the same formula, charge and spin (kJ/mol): 4.3
LUMO energy (spin up / spin down) (eV): -10.6 / -10.7
Molar mass (g/mol): 846.67
Net charge: +3
Spin multiplicity: 2

=====

No. 3
# C5H7NS

One molecule with the formula C5H7NS (the ωB97M-V functional and the def2-TZVPD basis, OMol25).

Each line ends with the Löwdin charge.
Cartesian coordinates (Å):
C (-0.92, -1.82, 1.52)  0.134
C (-0.49, -1.07, 0.71)  -0.213
C (0.02, 0.00, -0.11)  -0.758
S (0.44, -0.66, -1.76)  0.793
C (-0.86, 1.25, 0.12)  -0.168
N (0.08, 1.70, 1.14)  -0.029
C (1.09, 0.71, 0.77)  -0.177
H (-1.30, -2.50, 2.28)  0.046
H (-0.28, 0.09, -2.57)  -0.162
H (-1.86, 1.01, 0.39)  0.105
H (-0.78, 1.90, -0.78)  0.117
H (0.27, 2.68, 1.03)  0.100
H (1.38, 0.14, 1.62)  0.097
H (1.95, 0.96, 0.12)  0.114

SMILES: C#CC1(S)CNC1
Energy above the lowest of the compared OMol25 structures with the same formula, charge and spin (kJ/mol): 322.8
LUMO energy (eV): 0.8
Molar mass (g/mol): 113.18
Net charge: 0

=====

No. 4
# C5H7NO4

C5H7NO4 as an isolated structure (the ωB97M-V functional and the def2-TZVPD basis, OMol25).

Each line ends with the Löwdin charge.
Cartesian coordinates (Å):
C (2.29, 2.38, -1.04)  -0.037
C (0.58, 0.96, -0.16)  -0.394
C (0.67, -0.46, 0.14)  -0.072
C (-0.07, -1.25, -1.02)  -0.110
C (-1.39, -1.36, 0.79)  -0.487
H (3.26, 2.28, -0.32)  0.148
H (2.80, 2.68, -2.17)  0.181
H (1.82, 3.03, -0.64)  -0.049
H (1.51, -0.68, 0.39)  0.069
H (0.42, -2.41, -1.48)  0.213
H (0.15, -0.64, -1.84)  0.085
H (-0.28, -0.77, 2.12)  0.045
N (-0.23, -0.97, 1.29)  0.220
O (1.32, 1.37, -1.17)  -0.024
O (-0.04, 1.77, 0.63)  0.107
O (-1.39, -1.42, -0.61)  0.051
O (-2.44, -1.50, 1.48)  0.054

Energy above the lowest of the compared OMol25 structures with the same formula, charge and spin (kJ/mol): 464.8
LUMO energy (eV): 0.3
Molar mass (g/mol): 145.11
Net charge: 0

=====

No. 5
# C24H36O18

A 6-piece molecular cluster, C24H36O18 overall (the ωB97M-V functional and the def2-TZVPD basis, OMol25).

Each line ends with the Löwdin charge.
Cartesian coordinates (Å):
C (-3.88, 0.31, -21.63)  0.061
C (-2.89, -0.18, -20.56)  -0.244
C (-3.40, -1.17, -19.55)  -0.018
O (-2.60, -2.33, -19.79)  0.118
C (-1.61, -1.99, -20.66)  -0.354
O (-0.54, -2.58, -20.82)  0.366
O (-1.83, -0.78, -21.28)  0.219
H (-4.73, 0.82, -21.17)  0.095
H (-4.38, -0.52, -22.13)  0.090
H (-3.26, 0.90, -22.32)  0.093
H (-2.42, 0.64, -20.04)  0.188
H (-4.39, -1.55, -19.79)  0.141
H (-3.23, -0.83, -18.53)  0.165
C (-5.41, -5.78, -22.65)  -0.007
C (-6.34, -4.61, -22.14)  -0.227
C (-5.70, -3.40, -21.47)  -0.167
O (-5.80, -2.40, -22.36)  0.028
C (-6.38, -2.82, -23.54)  -0.502
O (-6.51, -2.16, -24.56)  0.140
O (-6.84, -4.04, -23.35)  0.092
H (-5.11, -6.56, -21.96)  0.078
H (-4.44, -5.42, -22.97)  0.078
H (-5.70, -6.44, -23.47)  0.087
H (-7.22, -4.98, -21.62)  0.157
H (-4.66, -3.65, -21.23)  0.122
H (-6.13, -3.01, -20.55)  0.134
C (-3.67, 0.88, -27.36)  -0.016
C (-4.06, 1.98, -26.41)  -0.331
C (-3.97, 1.71, -24.89)  -0.125
O (-3.17, 2.73, -24.41)  0.071
C (-2.79, 3.59, -25.36)  -0.561
O (-2.21, 4.62, -25.29)  0.182
O (-3.23, 3.12, -26.53)  0.107
H (-3.87, 1.40, -28.29)  0.099
H (-4.34, 0.02, -27.39)  0.089
H (-2.71, 0.45, -27.07)  0.094
H (-5.13, 2.13, -26.55)  0.147
H (-3.51, 0.73, -24.76)  0.125
H (-4.97, 1.74, -24.44)  0.126
C (-8.43, 1.06, -24.02)  0.020
C (-8.05, 1.66, -22.58)  -0.352
C (-9.35, 1.76, -21.77)  -0.020
O (-8.92, 0.91, -20.65)  0.064
C (-7.71, 0.40, -20.80)  -0.577
O (-7.25, -0.34, -19.95)  0.129
O (-7.20, 0.87, -21.92)  0.105
H (-9.00, 0.17, -23.76)  0.085
H (-7.50, 0.89, -24.57)  0.066
H (-9.10, 1.69, -24.61)  0.090
H (-7.66, 2.67, -22.70)  0.154
H (-10.13, 1.23, -22.33)  0.134
H (-9.40, 2.83, -21.59)  0.126
C (-9.81, 2.97, -17.78)  0.018
C (-8.24, 2.92, -17.43)  -0.300
C (-7.82, 1.69, -16.70)  -0.067
O (-6.52, 1.36, -17.26)  0.073
C (-6.34, 2.14, -18.33)  -0.504
O (-5.23, 2.32, -18.91)  0.066
O (-7.49, 2.82, -18.61)  0.054
H (-10.04, 3.40, -18.75)  0.079
H (-10.22, 3.61, -17.00)  0.073
H (-10.40, 2.09, -17.52)  0.080
H (-7.84, 3.86, -17.05)  0.161
H (-8.47, 0.83, -16.87)  0.142
H (-7.76, 1.95, -15.64)  0.144
C (-11.21, 9.10, -22.85)  -0.012
C (-10.24, 8.19, -22.16)  -0.363
C (-10.95, 7.44, -21.00)  -0.056
O (-11.01, 6.10, -21.50)  0.116
C (-10.33, 5.95, -22.56)  -0.575
O (-10.38, 4.94, -23.27)  0.111
O (-9.80, 7.15, -22.93)  0.090
H (-11.81, 9.66, -22.14)  0.089
H (-11.99, 8.54, -23.38)  0.100
H (-10.71, 9.74, -23.58)  0.090
H (-9.38, 8.65, -21.65)  0.152
H (-11.98, 7.73, -20.78)  0.138
H (-10.27, 7.72, -20.20)  0.132

Energy above the lowest of the compared OMol25 structures with the same formula, charge and spin (kJ/mol): 101.9
LUMO energy (spin up / spin down) (eV): -3.4 / -9.9
Molar mass (g/mol): 612.53
Net charge: +1
Spin multiplicity: 2

=====

No. 6
# C38H30F6N6OP2SbSe2W

C38H30F6N6OP2SbSe2W as an isolated structure (the ωB97M-V functional and the def2-TZVPD basis, OMol25).

Each line ends with the Löwdin charge.
Cartesian coordinates (Å):
W (-0.36, 0.52, -0.15)  1.549
O (-0.14, 1.78, 3.63)  0.160
C (0.08, 1.39, 2.52)  -0.475
N (-0.64, 0.47, 1.80)  -0.163
C (-1.50, -0.49, 2.47)  -0.109
C (-1.84, -1.52, 1.43)  -0.275
C (-2.80, -2.44, 1.62)  -0.030
C (-3.07, -3.38, 0.55)  -0.051
C (-2.40, -3.35, -0.59)  -0.053
C (-1.31, -2.36, -0.79)  -0.236
N (-1.06, -1.43, 0.27)  -0.085
C (1.31, 1.79, 1.74)  -0.185
C (2.22, 2.71, 2.21)  0.049
C (3.45, 2.81, 1.57)  0.010
C (3.73, 1.95, 0.51)  -0.017
C (2.75, 1.09, 0.06)  -0.158
N (1.55, 1.02, 0.65)  -0.126
H (-2.39, -0.02, 2.89)  0.124
H (-0.94, -0.93, 3.29)  0.152
H (-3.35, -2.46, 2.55)  0.124
H (-3.85, -4.12, 0.70)  0.120
H (-2.59, -4.04, -1.40)  0.107
H (-0.38, -2.85, -1.11)  0.152
H (1.95, 3.29, 3.08)  0.143
H (4.19, 3.52, 1.91)  0.131
H (4.69, 1.96, 0.02)  0.124
H (2.90, 0.44, -0.78)  0.114
Se (-3.22, 1.45, -6.16)  0.799
P (-3.25, -0.55, -5.27)  0.716
C (-4.88, -0.84, -4.64)  -0.380
C (-5.76, -1.67, -5.32)  -0.058
C (-7.06, -1.82, -4.84)  -0.043
C (-7.45, -1.13, -3.70)  -0.031
C (-6.57, -0.29, -3.02)  -0.036
C (-5.28, -0.13, -3.50)  -0.077
C (-2.73, -1.83, -6.39)  -0.379
C (-2.74, -3.16, -5.94)  -0.077
C (-2.37, -4.17, -6.80)  -0.043
C (-2.00, -3.87, -8.11)  -0.036
C (-1.99, -2.56, -8.56)  -0.049
C (-2.36, -1.53, -7.70)  -0.103
C (-2.18, -0.59, -3.82)  -0.328
C (-1.20, 0.21, -3.25)  -0.339
N (-0.88, -0.37, -2.07)  -0.106
N (-1.59, -1.47, -2.01)  -0.094
N (-2.38, -1.65, -3.00)  0.189
P (-0.11, 1.56, -3.74)  0.710
Se (0.50, 2.37, -1.84)  0.602
C (1.19, 0.77, -4.66)  -0.365
C (2.52, 0.88, -4.26)  -0.081
C (3.51, 0.24, -4.98)  -0.043
C (3.18, -0.52, -6.10)  -0.035
C (1.85, -0.63, -6.50)  -0.043
C (0.86, 0.01, -5.79)  -0.082
C (-0.89, 2.79, -4.77)  -0.443
C (-1.98, 3.51, -4.25)  -0.157
C (-2.48, 4.58, -4.97)  -0.066
C (-1.91, 4.93, -6.19)  -0.033
C (-0.82, 4.23, -6.69)  -0.050
C (-0.30, 3.16, -5.99)  -0.090
H (-5.45, -2.21, -6.21)  0.114
H (-7.75, -2.47, -5.35)  0.120
H (-8.46, -1.25, -3.33)  0.122
H (-6.88, 0.23, -2.13)  0.120
H (-4.59, 0.52, -2.97)  0.102
H (-3.04, -3.39, -4.92)  0.108
H (-2.38, -5.20, -6.46)  0.120
H (-1.72, -4.67, -8.78)  0.122
H (-1.71, -2.33, -9.58)  0.119
H (-2.37, -0.51, -8.05)  0.066
H (2.77, 1.48, -3.39)  0.072
H (4.55, 0.33, -4.68)  0.120
H (3.96, -1.02, -6.65)  0.122
H (1.60, -1.22, -7.38)  0.117
H (-0.17, -0.07, -6.12)  0.091
H (-2.41, 3.25, -3.30)  0.085
H (-3.32, 5.14, -4.58)  0.128
H (-2.30, 5.77, -6.74)  0.125
H (-0.37, 4.52, -7.63)  0.123
H (0.56, 2.62, -6.37)  0.112
F (-2.52, 0.75, -0.40)  -0.413
Sb (-3.35, 2.42, 0.34)  1.430
F (-4.92, 1.45, 0.23)  -0.314
F (-3.53, 2.81, -1.49)  -0.343
F (-3.61, 4.21, 0.67)  -0.297
F (-1.46, 2.73, 0.39)  -0.431
F (-3.24, 1.94, 2.12)  -0.286

Energy above the lowest of the compared OMol25 structures with the same formula, charge and spin (kJ/mol): 0.0
LUMO energy (spin up / spin down) (eV): -6.1 / -8.3
Molar mass (g/mol): 1226.16
Net charge: +2
Spin multiplicity: 4